No. 1
A single C4H7NOS molecule in a non-equilibrium geometry, computed with ωB97M-V/def2-TZVPD.

Geometry as XYZ:
```
14
Properties=species:S:1:pos:R:3:forces:R:3:nbo_charge:R:1
C 0.36015 -1.70065 -1.53351 -1.1 -0.3 1.3 -0.339
C 0.77429 -0.65404 -0.84040 1.1 1.9 0.8 -0.273
C 0.03957 0.20708 0.15154 -0.3 1.1 0.3 0.222
C 0.42609 1.69854 0.20442 2.7 -1.3 0.0 -0.082
O -0.39756 2.50909 0.93984 -0.9 -0.4 0.4 -0.703
N -0.89026 -0.02499 0.99465 0.3 -0.9 -0.4 -0.607
S -1.46364 -1.60747 1.08210 -0.8 -0.4 1.1 0.174
H 1.09534 -2.16532 -2.15228 -0.1 -0.5 -0.6 0.214
H -0.64791 -2.14295 -1.32403 1.2 0.4 -0.7 0.218
H 1.81365 -0.22580 -1.00505 -1.3 -0.7 0.0 0.216
H 0.50947 1.96281 -0.83570 0.0 0.8 -0.5 0.176
H 1.49509 1.73670 0.63926 -1.2 -0.1 -0.7 0.166
H -0.99126 1.86895 1.39363 0.1 0.5 -0.1 0.493
H -2.12303 -1.46196 2.28552 0.4 0.0 -0.9 0.126
```
Positions in Å, forces in eV/Å.

Output
Total energy   -684.72589 Eh
HOMO   -9.005 eV
LUMO level   0.410 eV
Structure (SMILES)   C=C/C(CO)=N\S
Energy above the lowest of the compared OMol25 structures with the same formula, charge and spin   213.2 kJ/mol



No. 2
A single C22H24FN3O3 molecule, computed with ωB97M-V/def2-TZVPD.

Geometry as XYZ:
```
53
Properties=species:S:1:pos:R:3:forces:R:3:nbo_charge:R:1
C -7.02058 -3.00252 -0.17786 0.1 0.4 0.2 -0.639
C -7.34560 -1.64499 0.43829 -0.2 -0.3 -0.3 -0.063
O -6.29491 -1.14952 1.24567 0.2 0.1 0.2 -0.490
C -5.17823 -0.63820 0.66943 0.3 0.1 0.0 0.303
C -4.15034 -0.29816 1.55347 -0.2 -0.1 -0.1 -0.252
C -2.96702 0.23264 1.09213 0.0 0.0 -0.2 -0.171
C -2.79132 0.44731 -0.27046 -0.3 -0.1 0.0 0.085
N -1.56568 0.97704 -0.75764 -0.4 -0.2 0.1 -0.490
C -0.91249 0.46405 -1.86903 0.4 0.0 -0.2 0.709
O -1.27545 -0.48714 -2.50575 -0.1 -0.1 -0.1 -0.558
C 0.30954 1.31891 -2.11939 0.1 0.1 0.1 -0.541
C 0.43908 2.21260 -0.87595 0.2 0.1 -0.1 -0.131
N 1.52216 1.90697 0.03707 -0.1 0.1 0.1 -0.431
C 2.83984 2.22552 -0.47752 0.2 0.1 0.2 -0.233
C 3.86058 2.14275 0.66520 0.0 0.1 -0.4 -0.210
N 3.86201 0.81708 1.24620 -0.2 0.3 0.4 -0.433
C 4.67807 -0.17204 0.71564 0.3 -0.4 -0.1 0.163
C 6.01238 0.12360 0.40163 -0.2 0.0 0.0 -0.230
C 6.87381 -0.84268 -0.07312 0.0 -0.3 -0.1 -0.258
C 6.41475 -2.13727 -0.23225 -0.1 0.0 0.0 0.354
F 7.25589 -3.08948 -0.70071 0.0 0.1 0.0 -0.330
C 5.11403 -2.47360 0.08376 0.4 -0.1 -0.1 -0.246
C 4.25503 -1.49649 0.55019 -0.1 0.3 0.1 -0.267
C 2.53504 0.50542 1.72580 -0.2 -0.2 -0.1 -0.208
C 1.49292 0.57040 0.60340 0.1 -0.1 0.2 -0.250
C -0.89335 2.02111 -0.14716 0.2 0.4 -0.2 0.709
O -1.29334 2.65102 0.79185 0.0 0.0 0.1 -0.546
C -3.80999 0.13061 -1.15473 0.2 0.1 0.1 -0.179
C -4.99392 -0.41479 -0.69216 -0.3 -0.1 0.1 -0.264
H -6.15954 -2.93460 -0.83823 0.0 0.0 -0.1 0.214
H -7.87451 -3.36104 -0.74589 -0.1 -0.1 -0.1 0.216
H -6.79341 -3.71809 0.60830 0.0 -0.1 0.0 0.216
H -8.18957 -1.74231 1.12680 0.1 0.1 -0.2 0.195
H -7.61633 -0.91716 -0.33622 0.0 0.0 0.1 0.170
H -4.30622 -0.46745 2.60675 0.0 0.0 0.1 0.227
H -2.18369 0.48890 1.78729 0.1 0.0 0.1 0.228
H 0.14366 1.90303 -3.02587 0.0 0.0 0.0 0.249
H 1.17979 0.68643 -2.29255 0.0 0.0 0.0 0.245
H 0.54096 3.27075 -1.13877 -0.1 -0.1 0.0 0.230
H 2.82218 3.24053 -0.87946 0.0 0.0 0.0 0.206
H 3.15504 1.53474 -1.28042 0.0 0.1 0.0 0.168
H 4.84612 2.40406 0.28653 0.0 0.0 0.1 0.210
H 3.57909 2.85593 1.44517 0.1 0.0 -0.1 0.204
H 6.39338 1.12113 0.55218 0.0 0.1 0.0 0.212
H 7.89828 -0.60329 -0.31077 0.1 0.0 0.0 0.228
H 4.77507 -3.48969 -0.04384 0.0 -0.1 0.0 0.227
H 3.24191 -1.78584 0.77738 -0.1 0.0 0.0 0.213
H 2.52730 -0.46896 2.21241 0.0 0.0 0.0 0.211
H 2.27588 1.26348 2.47184 -0.1 -0.1 0.0 0.209
H 0.50242 0.38162 1.02158 0.0 -0.1 0.0 0.207
H 1.71094 -0.20698 -0.14924 0.0 0.0 0.0 0.172
H -3.67829 0.29705 -2.21194 0.0 0.0 -0.1 0.228
H -5.76335 -0.65239 -1.40897 -0.1 -0.1 0.0 0.212
```
Positions in Å, forces in eV/Å.

Output
Total energy   -1342.61005 Eh
HOMO   -7.747 eV
LUMO level   0.666 eV
Structure (SMILES)   CCOc1ccc(N2C(=O)C[C@H](N3CCN(c4ccc(F)cc4)CC3)C2=O)cc1
Energy above the lowest of the compared OMol25 structures with the same formula, charge and spin   178.4 kJ/mol



No. 3
A single C2H5NO4 molecule in a non-equilibrium geometry, computed with ωB97M-V/def2-TZVPD.

Geometry as XYZ:
```
12
Properties=species:S:1:pos:R:3:forces:R:3:nbo_charge:R:1
N 1.07443 -0.18129 -0.66776 -1.3 -3.8 0.5 -0.720
C 0.12466 0.17090 0.39242 -0.4 0.1 1.9 0.503
O 0.27584 -0.86294 1.39618 0.2 1.4 -1.1 -0.717
O 0.43191 1.44369 0.88186 -0.7 -1.3 -0.2 -0.710
C -1.29204 0.03346 -0.36217 0.8 3.3 2.1 0.712
O -1.95539 1.05074 -0.09383 -0.6 -1.3 -0.6 -0.688
O -1.36067 -0.96723 -1.06502 -0.2 -1.0 -0.8 -0.720
H 1.30546 0.53435 -1.25212 0.9 2.7 -1.9 0.424
H 0.41158 -0.86493 -1.18532 0.4 0.5 0.0 0.470
H 1.86185 -0.73738 -0.39393 0.8 0.0 0.6 0.427
H -0.43963 -1.48322 1.23859 -0.2 -0.3 0.0 0.492
H -0.43800 1.86386 1.11110 0.6 -0.6 -0.6 0.526
```
Positions in Å, forces in eV/Å.

Output
Total energy   -434.91230 Eh
HOMO   -9.500 eV
LUMO level   0.112 eV
Structure (SMILES)   [NH3+]C(O)(O)C(=O)[O-]
Energy above the lowest of the compared OMol25 structures with the same formula, charge and spin   214.8 kJ/mol



No. 4
A molecular structure, C15H12Cl3N2O3PtSi, computed with ωB97M-V/def2-TZVPD.

Geometry as XYZ:
```
37
Properties=species:S:1:pos:R:3:forces:R:3:nbo_charge:R:1
Pt -0.07339 0.32992 -0.04118 -0.1 -0.7 0.0 1.072
C -4.23760 0.14527 -1.54664 0.0 0.0 0.0 -0.241
O -4.82818 0.38090 -0.26703 0.1 0.0 0.0 -0.497
C -4.13727 0.38914 0.89148 0.1 0.0 0.0 0.315
C -4.91030 0.58085 2.02276 -0.1 0.0 0.0 -0.185
C -4.37764 0.63941 3.30986 0.0 0.0 0.0 -0.211
C -3.03032 0.50387 3.49105 0.0 0.0 -0.1 -0.157
C -2.19149 0.30761 2.37099 -0.1 0.0 -0.1 -0.209
C -0.80957 0.20625 2.66375 0.2 -0.1 0.0 0.180
N 0.19350 0.11438 1.83236 -0.1 0.2 0.1 -0.215
N 1.49258 0.12652 2.25405 0.1 0.1 0.0 -0.356
C 2.32268 0.19923 1.25340 0.0 -0.2 0.0 0.560
O 1.90749 0.19873 0.00161 0.0 0.5 0.0 -0.685
C 3.76609 0.30141 1.49077 0.0 0.0 0.1 -0.092
C 4.61938 0.57600 0.42422 0.0 0.0 0.0 -0.182
C 5.97770 0.71768 0.65344 0.0 0.0 0.0 -0.207
C 6.48288 0.58105 1.93859 0.0 0.0 0.0 -0.162
C 5.63277 0.30016 3.00149 0.0 0.0 0.0 -0.206
C 4.27476 0.16112 2.78265 0.0 0.0 0.0 -0.177
C -2.74081 0.23824 1.05189 0.0 -0.1 0.2 0.296
O -1.98377 -0.00889 -0.01139 -0.1 0.3 -0.2 -0.695
H -5.07142 0.17030 -2.24163 0.0 0.0 0.0 0.211
H -3.75695 -0.82996 -1.58873 0.0 0.0 0.0 0.188
H -3.52779 0.92849 -1.80767 0.0 0.0 0.0 0.175
H -5.97623 0.69045 1.86746 0.0 0.0 0.0 0.246
H -5.03559 0.79436 4.15280 0.0 0.0 0.0 0.241
H -2.59000 0.55074 4.47767 0.0 0.0 0.0 0.228
H -0.48568 0.21310 3.69985 -0.1 -0.1 0.0 0.256
H 4.21780 0.67618 -0.57411 0.0 0.0 0.0 0.232
H 6.64275 0.93473 -0.17118 0.0 0.0 0.0 0.229
H 7.54473 0.69099 2.11442 0.0 0.0 0.0 0.228
H 6.03140 0.19039 4.00070 0.0 0.0 0.0 0.229
H 3.60629 -0.06034 3.60300 0.0 0.0 0.0 0.233
Cl 0.33247 2.93192 -1.97703 0.0 -0.1 -0.1 -0.269
Si -0.15597 2.65322 -0.04316 0.1 0.1 0.1 1.170
Cl 1.19019 3.34983 1.26947 0.0 0.0 -0.1 -0.271
Cl -1.99757 3.32294 0.37900 0.0 0.0 0.0 -0.271
```
Positions in Å, forces in eV/Å.

Output
Total energy   -2703.28168 Eh
HOMO   -11.579 eV
LUMO level   -5.662 eV
Net charge   +1
Energy above the lowest of the compared OMol25 structures with the same formula, charge and spin   6.6 kJ/mol